1.
DFT (ωB97M-V with the def2-TZVPD basis set) results for a molecular structure, C23H15BrN2O3W at a distorted geometry.

```
! RIJCOSX wB97M-V def2-TZVPD def2/J DEFGRID3
* xyz 2 3
W -0.275 -0.366 0.642
Br 4.680 -4.625 -2.744
C 3.701 -3.356 -1.745
C 4.250 -2.809 -0.579
C 3.540 -1.875 0.146
C 2.248 -1.499 -0.232
O 1.543 -0.659 0.535
C 1.685 -2.028 -1.448
C 0.405 -1.658 -1.952
N -0.386 -0.849 -1.273
C -1.729 -0.528 -1.580
C -2.546 -1.121 -2.527
C -3.884 -0.718 -2.634
C -4.407 0.260 -1.824
C -3.603 0.929 -0.868
C -4.031 2.056 -0.138
C -3.113 2.763 0.622
C -1.790 2.358 0.694
N -1.342 1.234 0.086
C -2.248 0.518 -0.719
C 2.455 -2.950 -2.182
H 5.236 -3.109 -0.260
H 3.966 -1.433 1.035
H 0.098 -2.071 -2.907
H -2.165 -1.895 -3.175
H -4.502 -1.179 -3.390
H -5.439 0.557 -1.929
H -5.055 2.386 -0.220
H -3.415 3.653 1.148
H -1.047 2.938 1.230
H 2.061 -3.346 -3.104
O -0.824 -2.263 1.379
C -1.042 -1.790 2.570
O -0.939 -0.498 2.623
C -1.379 -2.627 3.680
C -1.363 -2.131 5.000
C -1.705 -2.968 6.041
C -2.063 -4.289 5.785
C -2.090 -4.783 4.484
C -1.742 -3.967 3.430
H -1.063 -1.109 5.182
H -1.699 -2.606 7.060
H -2.327 -4.938 6.606
H -2.386 -5.804 4.309
H -1.772 -4.319 2.411
*
```

Properties
Calculated total energy = -105071.0856 eV
Kohn-Sham gap (alpha / beta) = 6.52 / 6.41 eV
Energy above the lowest of the compared OMol25 structures with the same formula, charge and spin = 0.061 eV

---

2.
DFT (ωB97M-V with the def2-TZVPD basis set) results for a molecular structure, C23H15Cl2N6O2Rh at a distorted geometry.

```
! RIJCOSX wB97M-V def2-TZVPD def2/J DEFGRID3
* xyz 0 5
Rh -0.061 -1.183 -1.438
N 0.598 3.044 -2.185
C 0.011 1.824 -2.266
N 0.495 0.778 -1.692
C 1.624 0.829 -0.938
N 2.217 -0.464 -0.176
N 1.625 -1.651 -0.563
C 0.824 -2.250 0.374
C -0.078 -3.384 -0.048
C -0.208 -4.572 0.651
C -1.022 -5.559 0.110
C -1.674 -5.320 -1.090
C -1.501 -4.096 -1.716
N -0.733 -3.162 -1.190
C 2.356 2.083 -0.860
C 3.572 2.221 -0.186
C 4.238 3.441 -0.179
C 3.698 4.533 -0.837
C 2.486 4.412 -1.509
C 1.828 3.197 -1.531
H 0.255 3.791 -2.764
H -0.893 1.739 -2.852
H 0.809 -1.923 1.404
H 0.342 -4.734 1.567
H -1.131 -6.512 0.610
H -2.308 -6.069 -1.542
H -1.988 -3.840 -2.648
H 4.002 1.364 0.316
H 5.185 3.531 0.336
H 4.217 5.481 -0.834
H 2.062 5.268 -2.021
Cl -4.972 -1.660 0.117
C -3.723 -0.721 0.872
C -4.056 -0.008 2.033
C -3.132 0.752 2.687
Cl -3.606 1.617 4.126
C -1.806 0.838 2.208
C -0.778 1.599 2.819
C 0.487 1.637 2.291
C 0.723 0.890 1.122
N -0.211 0.178 0.555
C -1.474 0.116 1.036
C -2.452 -0.716 0.295
O -2.176 -1.384 -0.766
H -5.068 -0.068 2.409
H -1.002 2.162 3.716
H 1.276 2.219 2.746
H 1.877 0.836 0.533
O -0.752 -1.103 -3.101
*
```

Properties
Calculated total energy = -65173.0134 eV
Kohn-Sham gap (alpha / beta) = 6.22 / 5.87 eV

---

3.
DFT (ωB97M-V with the def2-TZVPD basis set) results for 2 unconnected molecules or ions with the total composition C23H15Cl3N4O2 at a distorted geometry.

```
! RIJCOSX wB97M-V def2-TZVPD def2/J DEFGRID3
* xyz 0 1
N -0.712 -2.621 1.729
C -0.659 -2.753 0.564
C -0.629 -2.682 -0.895
C 0.346 -3.528 -1.584
C 1.626 -3.520 -0.963
N 2.639 -3.495 -0.365
C 0.343 -3.224 -3.042
O 1.386 -3.007 -3.652
C -0.979 -2.948 -3.679
Cl -0.960 -2.689 -5.357
C -2.093 -2.718 -2.921
Cl -3.551 -2.204 -3.601
C -2.029 -2.656 -1.455
O -2.983 -2.521 -0.716
C -1.936 0.463 1.870
N -0.503 0.563 1.670
C 0.116 1.166 0.618
H -0.166 -1.779 -1.239
C -0.479 2.077 -0.379
C -0.251 3.472 -0.274
C -0.874 4.339 -1.172
Cl -0.713 6.039 -1.012
C -1.660 3.839 -2.221
C -1.809 2.458 -2.367
C -1.238 1.582 -1.447
N 1.389 0.682 0.592
C 2.284 0.662 -0.547
C 1.684 0.077 1.838
C 0.482 0.035 2.546
C 0.452 -0.020 3.929
C 1.675 0.134 4.590
C 2.892 0.170 3.881
C 2.913 0.055 2.485
H -2.099 0.209 2.926
H -2.411 1.418 1.617
H -2.392 -0.322 1.236
H 0.387 3.888 0.515
H -2.133 4.526 -2.922
H -2.383 2.050 -3.190
H -1.346 0.500 -1.516
H 3.310 0.738 -0.167
H 2.185 -0.279 -1.127
H 2.050 1.496 -1.218
H -0.519 -0.151 4.436
H 1.698 0.217 5.678
H 3.827 0.274 4.430
H 3.823 -0.013 1.880
*
```

Properties
Calculated total energy = -71713.5303 eV
Kohn-Sham gap = 6.07 eV

---

4.
DFT (ωB97M-V with the def2-TZVPD basis set) results for a molecular structure, C23H15LaO5Sb at a distorted geometry.

```
! RIJCOSX wB97M-V def2-TZVPD def2/J DEFGRID3
* xyz 3 1
O 0.012 4.302 -3.129
C 0.001 3.163 -3.218
La -0.068 -0.399 -2.873
O 0.029 0.023 -6.534
C 0.005 -0.066 -5.385
C -0.036 -2.836 -3.001
O -0.034 -3.992 -3.098
C -2.610 -0.111 -3.057
O -3.755 -0.032 -3.175
C 2.509 -0.071 -3.002
O 3.657 0.038 -3.048
C -0.785 4.636 1.694
C 0.401 4.255 1.052
C 0.656 2.903 0.783
C -0.284 1.937 1.148
C -1.458 2.301 1.815
C -1.709 3.655 2.075
Sb 0.009 -0.088 0.390
C 1.986 -0.766 1.026
C 2.616 -1.751 0.265
C 3.978 -2.022 0.458
C 4.708 -1.321 1.425
C 4.060 -0.355 2.210
C 2.699 -0.073 2.016
C -1.721 -1.357 0.812
C -1.527 -2.668 1.268
C -2.605 -3.567 1.262
C -3.874 -3.156 0.822
C -4.057 -1.835 0.395
C -2.978 -0.940 0.378
H -0.980 5.691 1.893
H 1.142 5.002 0.758
H 1.584 2.628 0.270
H -2.180 1.540 2.116
H -2.627 3.945 2.581
H 2.076 -2.307 -0.508
H 4.461 -2.785 -0.156
H 5.770 -1.533 1.569
H 4.621 0.183 2.975
H 2.204 0.694 2.618
H -0.537 -2.990 1.608
H -2.458 -4.591 1.607
H -4.712 -3.859 0.822
H -5.043 -1.493 0.071
H -3.144 0.071 0.000
*
```

Properties
Calculated total energy = -41696.1077 eV
Kohn-Sham gap = 4.00 eV
Energy above the lowest of the compared OMol25 structures with the same formula, charge and spin = 0.000 eV

---

5.
DFT (ωB97M-V with the def2-TZVPD basis set) results for 2 unconnected molecules or ions with the total composition C23H16Cl2N4O2 at a distorted geometry.

```
! RIJCOSX wB97M-V def2-TZVPD def2/J DEFGRID3
* xyz 0 1
N -2.733 -1.905 8.486
C -1.953 -1.270 7.886
C -1.059 -0.549 6.996
C -1.043 0.851 7.558
C -2.166 1.494 8.193
N -3.070 2.021 8.711
C 0.178 1.679 7.691
O 0.121 2.908 7.860
C 1.470 0.929 7.708
Cl 2.814 1.797 8.270
C 1.538 -0.383 7.375
Cl 2.988 -1.285 7.460
C 0.344 -1.186 7.048
O 0.416 -2.367 6.718
C -0.304 0.020 3.345
N -0.899 -1.238 3.725
C -1.944 -1.355 4.685
H -1.434 -0.795 5.964
C -3.134 -0.452 4.463
C -3.717 -0.505 3.196
C -4.830 0.280 2.892
C -5.363 1.153 3.865
C -4.764 1.225 5.136
C -3.653 0.428 5.410
N -2.220 -2.755 4.691
C -3.337 -3.384 5.363
C -1.412 -3.411 3.780
C -0.578 -2.462 3.192
C 0.193 -2.742 2.073
C 0.049 -4.003 1.497
C -0.791 -4.965 2.081
C -1.531 -4.687 3.234
H 0.621 -0.158 2.784
H -0.955 0.597 2.689
H -0.086 0.584 4.249
H -3.285 -1.164 2.464
H -5.275 0.203 1.894
H -6.253 1.768 3.641
H -5.174 1.894 5.913
H -3.165 0.479 6.380
H -3.261 -4.469 5.229
H -3.331 -3.143 6.419
H -4.289 -3.095 4.919
H 0.862 -1.984 1.696
H 0.585 -4.255 0.573
H -0.866 -5.948 1.595
H -2.175 -5.415 3.702
*
```

Properties
Calculated total energy = -59206.7499 eV
Kohn-Sham gap = 5.31 eV
Energy above the lowest of the compared OMol25 structures with the same formula, charge and spin = 0.951 eV